Record 1
2 unconnected molecules or ions with the total composition C11H14BrNO2, computed with wB97M-V/def2-TZVPD.

The HOMO-LUMO gap is 8.037 eV.

Last column: Mulliken charge in e.
Atoms and positions in Å:
H (-1.36972, -1.51061, 2.53474)  0.31
H (3.29319, 0.09977, 1.19913)  0.40
C (-4.03872, 0.32420, -2.40413)  -1.24
H (0.42571, 0.86921, -4.13843)  0.27
C (2.57057, -0.70724, 3.65653)  -0.87
H (-1.99584, -1.94795, 1.00772)  0.49
O (-1.34943, 0.74739, -2.41881)  -0.49
C (-1.83965, 0.18710, -1.21970)  0.21
H (-4.54538, -0.54172, -2.78131)  0.33
C (2.34790, -0.17154, 0.80754)  -0.85
H (2.36297, -1.00521, 4.65060)  0.29
H (-3.34853, 0.64776, -3.07615)  0.36
H (1.73907, 1.81208, -2.99212)  0.31
C (1.42663, -0.37912, 1.65572)  0.33
H (3.08838, 0.34206, 3.89533)  0.28
H (0.22058, 2.61552, -3.66303)  0.28
H (3.32819, -1.24758, 3.15966)  0.39
C (-0.62626, 0.04888, -0.36615)  0.31
C (0.70651, 1.58468, -3.31298)  -1.10
H (2.13462, 0.28914, -0.09641)  0.47
Br (-4.14519, -0.68275, 0.34798)  -0.17
C (-0.02588, 0.96357, -2.21080)  0.47
C (-3.21917, -0.01884, -1.14254)  0.32
C (-1.12412, -1.67379, 1.47533)  -1.63
C (-0.45150, -0.57446, 0.81181)  0.49
O (1.34356, -0.66864, 2.97200)  -0.31
H (-0.49561, -2.51099, 1.51167)  0.34
H (-4.72762, 1.08977, -2.05542)  0.34
N (0.47240, 0.50463, -1.10510)  -0.35



Record 2
A molecular structure, C11H14ClLuN2O6Pb, computed with wB97M-V/def2-TZVPD.

The HOMO-LUMO gap (spin up / spin down) is 3.651 / 6.675 eV. Its net charge is -2.

Last column: Mulliken charge in e.
Atoms and positions in Å:
O (1.46664, -1.09582, 8.48301)  -0.78
H (0.28056, 1.01009, 8.11974)  0.53
C (0.45309, 0.62822, 2.73724)  0.96
C (2.52180, 0.66931, -3.43697)  -1.19
H (-0.45222, 2.69383, 4.20546)  0.50
C (-0.08215, 1.87913, 4.82231)  -0.80
C (-0.56335, -0.18147, -4.18793)  -1.16
H (2.54598, 0.97738, -4.49190)  0.30
H (2.05512, 1.45114, -2.82056)  0.24
O (-1.30171, 3.96636, 6.06312)  -0.64
C (0.89345, -0.19882, 6.42769)  -0.14
Cl (-0.79981, 2.68504, -1.02168)  -0.67
C (0.73407, -1.28705, -1.11776)  -1.42
O (1.99076, -2.21706, 6.66762)  -0.77
Lu (-0.23771, 0.65276, 0.20484)  1.23
C (0.46061, 0.73394, 4.22671)  0.36
H (-2.32598, -0.72173, 1.49660)  0.28
C (-0.17364, 1.95858, 6.22654)  0.08
H (-2.68393, -0.75872, -0.24536)  0.34
H (-1.34981, -0.92928, -4.35702)  0.30
C (-2.29824, -0.13253, 0.56970)  -1.30
N (1.48149, -1.23004, 7.23981)  0.90
H (-2.96987, 0.72902, 0.68747)  0.31
Pb (1.27054, -1.25352, -3.30332)  0.58
C (0.92895, -0.32001, 5.01957)  -0.71
O (0.25730, 1.71860, 2.05733)  -0.78
H (3.53700, 0.44246, -3.07924)  0.31
H (-0.91212, 0.59856, -3.49479)  0.23
C (0.32896, 0.93050, 7.03806)  -0.30
N (-0.83635, 3.08815, 6.82153)  0.98
O (0.54322, -0.48966, 2.11853)  -0.72
O (-0.92776, 3.14564, 8.06730)  -0.65
H (-0.08466, -2.02407, -0.95473)  0.36
H (1.32776, -1.21679, 4.55429)  0.52
H (-0.25093, 0.27029, -5.14043)  0.30
H (1.59572, -1.67492, -0.53497)  0.38



Record 3
A gas-phase ion, C11H14ClN2O (charge +1), computed with wB97M-V/def2-TZVPD.

The HOMO-LUMO gap is 9.058 eV. Its net charge is +1.

Last column: Mulliken charge in e.
Atoms and positions in Å:
C (1.14458, 1.03219, 0.41994)  -0.99
Cl (3.72627, 1.82631, -0.05951)  -0.08
O (-0.41438, -2.48101, 0.04817)  -0.66
H (1.00822, 1.61753, 1.38044)  0.33
C (2.72487, 0.56539, 0.58436)  -0.33
H (1.05616, 1.67736, -0.44769)  0.49
C (-3.78805, -0.04262, 0.49457)  -0.72
H (-3.24035, 2.77031, -1.21581)  0.50
H (3.26946, -1.25341, -2.19507)  0.22
H (3.90343, -1.34507, 0.32119)  0.29
H (-1.33387, -2.14997, -0.10703)  0.53
C (-1.80676, 1.48619, -0.67825)  -0.46
C (-0.02354, -0.05004, 0.32602)  0.45
H (-4.55081, -0.81792, 0.81704)  0.33
N (2.78124, -0.71218, -1.52260)  -0.50
C (-2.39385, -0.35153, 0.65912)  -0.80
H (-5.17833, 1.53942, -0.14553)  0.29
H (-2.10254, -1.23114, 1.19036)  0.90
N (1.78568, -1.80265, 0.45236)  -0.25
H (1.96268, -2.01564, 1.53009)  0.46
C (-3.08191, 1.92054, -0.67221)  -0.69
C (0.32357, -1.37041, 0.34405)  0.29
C (-4.07887, 1.19186, -0.11316)  -0.33
H (2.89744, 0.25885, -1.83147)  0.25
H (-1.09827, 2.08877, -1.20109)  0.34
C (-1.42528, 0.46427, 0.11878)  0.24
C (2.95376, -0.77786, -0.11270)  0.11
H (1.98481, -2.65188, -0.05730)  0.41
H (2.99462, 0.61431, 1.67293)  0.39



Record 4
A single C11H14ClN5 molecule, computed with wB97M-V/def2-TZVPD.

The HOMO-LUMO gap is 9.767 eV.

Last column: Mulliken charge in e.
Atoms and positions in Å:
H (-3.91955, -1.02839, -0.22456)  0.33
C (2.58137, -0.37316, 0.01114)  0.62
H (-0.17761, 1.77118, 2.52884)  0.40
N (-0.26573, 0.89731, 2.02621)  -0.21
H (1.23055, 2.61928, 0.75320)  0.36
C (-2.13144, -1.95671, -0.99613)  -0.68
C (-3.51754, -2.02789, -0.36776)  -1.18
H (-1.15031, -1.67018, 0.90562)  0.32
C (1.81333, 0.55993, 0.70256)  0.56
H (-1.75318, -2.96456, -1.17644)  0.40
N (-2.37573, 1.99868, -0.45505)  -0.64
C (3.31691, -0.01904, -1.10758)  -0.61
N (-1.65093, 2.23393, 0.63088)  -0.41
H (-2.19074, -1.43201, -1.94973)  0.36
H (2.51879, 3.25791, -1.22185)  0.39
C (3.29249, 1.28922, -1.55633)  -0.41
H (0.76655, -0.90656, 1.85520)  0.43
N (-2.26525, 0.80284, -0.83927)  -0.32
H (-3.48002, -2.53411, 0.59512)  0.31
H (3.85957, 1.56512, -2.43166)  0.38
C (-1.05762, 1.09333, 0.93028)  0.22
H (1.55407, 0.33742, 2.81995)  0.43
C (1.81482, 1.87101, 0.23864)  -0.16
N (-1.44139, 0.16452, 0.01371)  0.81
Cl (2.64291, -2.02674, 0.54218)  -0.20
C (-1.12740, -1.23636, -0.09902)  -0.13
H (-0.11735, -1.34183, -0.51208)  0.04
C (2.54236, 2.23505, -0.87989)  -0.85
H (-4.19501, -2.57487, -1.01762)  0.38
H (3.89934, -0.76755, -1.62166)  0.43
C (0.98373, 0.16321, 1.90307)  -1.37



Record 5
A single C11H14ClOP molecule, computed with wB97M-V/def2-TZVPD.

The HOMO-LUMO gap is 9.455 eV.

Last column: Mulliken charge in e.
Atoms and positions in Å:
C (0.94638, 1.19192, 0.92976)  0.95
C (-2.08124, 0.39361, -2.21273)  -1.47
H (4.10425, 1.70811, 1.82400)  0.49
H (-0.11166, -1.88909, -2.29445)  0.25
H (2.06459, 3.04094, 0.69384)  0.20
C (-2.04038, -1.81427, -1.01073)  -1.55
C (-1.25333, -0.50319, -1.14986)  1.42
H (0.84636, -0.27816, -2.14288)  0.35
C (1.81865, -0.61299, 2.11036)  -0.68
H (-2.32174, 0.13418, 0.52347)  0.79
C (3.02973, 0.04086, 2.18522)  -0.42
H (3.97649, -0.21340, 2.62269)  0.36
P (-0.61307, 1.84516, 0.12935)  0.07
H (-1.86001, -2.66076, -1.73061)  0.31
C (3.16734, 1.33537, 1.69305)  -0.50
H (1.74581, -1.64317, 2.58990)  0.32
H (-1.69028, 1.39714, -2.23897)  0.47
H (-2.18547, -0.08253, -3.32882)  0.29
H (-3.05004, 0.51887, -1.68689)  0.41
C (0.07966, -0.89423, -1.65658)  -1.35
H (-1.65885, -2.19384, -0.07585)  0.44
C (2.10271, 1.92390, 1.03943)  -0.65
C (0.75829, -0.01968, 1.46747)  0.09
O (-0.39142, -0.71243, 1.30274)  -0.53
C (-1.30227, 0.17815, 0.17998)  -0.45
Cl (-1.55285, 2.62040, 1.75951)  -0.28
H (-3.12454, -1.66716, -0.82604)  0.33
H (0.59692, -1.14372, -0.69634)  0.33



Record 6
A single C11H14FNO molecule, computed with wB97M-V/def2-TZVPD.

The HOMO-LUMO gap is 9.010 eV.

Last column: Mulliken charge in e.
Atoms and positions in Å:
C (-0.37301, -0.36740, -0.33087)  -0.53
C (3.71389, -1.05478, -0.07370)  0.40
H (-0.64681, -0.69249, 0.81397)  0.18
C (-3.02192, -0.51239, 1.14005)  -0.66
H (-3.70736, -0.36403, 2.03832)  0.43
C (2.31655, -0.83209, -0.49140)  -0.32
C (4.47247, -0.01697, 0.43297)  -0.69
C (-2.19702, 0.82849, 0.77248)  -1.01
H (-3.04027, -0.22956, -2.12499)  0.30
H (4.57703, 2.22550, 0.42144)  0.34
H (2.36477, 2.76443, -0.53714)  0.26
H (5.43329, -0.26528, 0.84761)  0.40
H (-3.82508, -1.89583, -0.06570)  0.28
H (-2.60700, -1.46051, 1.61493)  0.29
C (-3.74757, -0.80362, -0.16814)  -0.30
H (-0.04038, -1.15396, -1.20275)  0.18
H (-1.25557, 0.97331, 1.55714)  0.24
C (-1.73845, 0.40626, -0.65897)  0.16
C (2.73224, 1.64749, -0.41883)  -0.74
H (-2.98348, 1.58563, 0.96163)  0.38
C (4.04980, 1.36828, 0.07020)  -0.25
C (1.88219, 0.41532, -0.38160)  0.70
O (0.60905, 0.72267, -0.50262)  -0.18
F (4.26833, -2.17449, 0.05621)  -0.27
H (-4.75118, -0.17833, -0.34635)  0.25
H (-1.62374, 1.40611, -1.14857)  0.38
H (1.81712, -1.67457, -1.05095)  0.28
N (-2.67790, -0.66717, -1.22435)  -0.49